(1)
Here is C23H44DyNOP3 as an isolated structure in a non-equilibrium geometry from OMol25. Energies are from ωB97M-V/def2-TZVPD.

Results
- frontier orbital gap (spin up / spin down) (eV) = 4.00 / 4.14
- ΔE to the lowest compared entry with this formula, charge and spin (eV) = 1.751
- ⟨S²⟩ = 9.33
- HOMO (spin up / spin down) (Ha) = -0.54408 / -0.54409

ORCA input file:
```
! RIJCOSX wB97M-V def2-TZVPD def2/J DEFGRID3
* xyz 3 6
H -2.321 3.053 0.050
H 0.594 1.003 -8.031
C 0.137 0.540 -5.977
C -3.783 -0.489 0.169
C -1.785 -1.659 4.178
H -1.828 3.959 -5.936
H 5.179 -0.084 0.604
H -1.691 -1.669 2.004
C -0.538 2.645 -7.084
H -0.838 -1.863 7.265
C 1.375 -1.912 -2.114
H -1.385 -3.482 -0.134
H 0.639 -1.252 -2.588
H -3.968 -0.499 1.243
O -0.316 0.542 -3.541
C -0.554 1.030 -4.827
P 0.675 -2.262 -0.470
H 0.075 0.495 6.059
Dy 0.228 0.238 0.655
H 4.076 0.764 -0.528
C 4.164 -0.076 0.177
H -2.537 -2.445 4.219
C -0.798 -3.180 -1.011
C 1.834 -3.537 0.060
H 1.894 2.677 -0.186
C -1.345 -1.236 2.939
C -1.414 2.136 -4.869
H 3.991 -1.022 -0.354
C -2.471 0.631 -1.969
H -2.150 -0.680 7.264
H 1.590 -3.864 1.078
H -3.866 2.500 -0.704
C 3.391 -1.201 2.677
H -2.191 -0.344 -2.381
H 0.646 -0.451 -5.888
C -1.312 3.001 -5.972
H -1.724 1.356 -2.300
C -1.704 -1.502 6.696
N -0.419 -0.256 2.803
C -1.292 -1.052 5.336
C 0.349 2.677 1.369
H 3.134 2.508 2.021
H 0.552 0.080 -3.442
H -0.702 2.889 1.600
H 3.054 -2.184 2.327
H 1.019 2.841 2.221
C 3.606 1.587 2.390
P 2.907 0.132 1.502
H -3.592 2.330 1.073
H 1.475 -2.832 -2.706
H -0.492 3.321 -7.960
H -3.459 0.922 -2.348
C 0.042 0.361 3.920
H 4.480 -1.227 2.832
H -1.443 -2.530 -1.623
H -3.532 -1.504 -0.150
C -0.347 -0.028 5.195
H 2.337 -1.395 -2.041
H -0.489 -4.065 -1.590
C 0.120 1.393 -7.121
H 0.738 1.180 3.729
H 2.848 -3.114 0.082
P -2.399 0.628 -0.156
H -2.436 -2.305 6.605
H 0.187 2.834 -0.809
H -4.680 -0.155 -0.360
C -3.120 2.297 0.083
H 2.907 -0.991 3.639
H 3.408 1.489 3.468
H -2.022 2.375 -3.997
H 4.693 1.653 2.228
H 1.774 -4.370 -0.660
C 0.824 2.645 0.069
*
```

=====

(2)
Here is the molecule C3H9NO2 in a non-equilibrium geometry from OMol25. Energies are from ωB97M-V/def2-TZVPD.

Results
- structure (SMILES) = NC[C@@H](O)CO
- frontier orbital gap (eV) = 9.76
- ΔE to the lowest compared entry with this formula, charge and spin (eV) = 2.748
- HOMO (Ha) = -0.33277

ORCA input file:
```
! RIJCOSX wB97M-V def2-TZVPD def2/J DEFGRID3
* xyz 0 1
H 2.143 -0.185 -1.116
H 1.505 -1.730 0.445
C 0.502 0.015 0.340
O 0.298 -0.332 -2.101
H 0.560 0.054 -2.950
H -2.375 0.842 1.788
H 1.155 1.287 -1.141
C -1.059 0.205 0.331
O 0.586 -1.289 1.003
H -1.364 -0.425 2.179
N -1.422 0.491 1.704
H -1.460 -0.844 -0.044
C 1.136 0.190 -1.080
H -1.293 1.053 -0.327
H 1.087 0.666 0.969
*
```

=====

(3)
Here is C11H29BF4N2O11P3Se2Yb as an isolated structure in a non-equilibrium geometry from OMol25. Energies are from ωB97M-V/def2-TZVPD.

Results
- frontier orbital gap (spin up / spin down) (eV) = 6.36 / 6.36
- ΔE to the lowest compared entry with this formula, charge and spin (eV) = 0.737
- ⟨S²⟩ = 0.75
- HOMO (spin up / spin down) (Ha) = -0.07689 / -0.07702

ORCA input file:
```
! RIJCOSX wB97M-V def2-TZVPD def2/J DEFGRID3
* xyz -2 2
C 3.358 1.451 -1.234
H 2.885 0.289 -4.078
H -2.588 -3.920 -0.795
H 3.528 -1.589 4.027
F -2.607 -0.138 4.158
H 4.110 1.426 -2.062
H -0.843 2.477 -4.399
H -0.247 -1.438 3.928
H 1.287 -0.479 -3.841
H -4.136 2.329 -4.566
O 3.864 0.436 3.590
O -3.318 -0.193 -4.909
N -1.895 -3.180 -0.669
C -3.717 2.539 -3.623
P -1.621 2.290 -1.823
O -2.487 3.316 -1.233
O -1.230 1.021 -1.113
H 4.303 -1.041 -1.934
Yb -0.360 -0.451 0.325
P -2.753 -0.071 -3.408
H -4.508 2.367 -2.892
H 2.211 -1.281 5.966
C -0.831 -3.033 -1.540
H 2.964 -1.175 2.447
O -0.548 -3.924 -2.300
C 1.049 0.797 3.493
Se 1.501 1.230 1.589
H 3.519 1.013 2.892
H -3.060 -1.569 -0.277
C 3.068 -0.717 3.498
H -2.467 -2.267 1.064
H 2.838 2.410 -1.269
H 2.983 -2.224 -2.087
H -3.384 3.583 -3.515
C 1.813 -0.353 5.611
P 2.175 0.061 -1.582
F -3.812 -0.954 2.378
O -0.193 -1.906 -1.441
O -1.611 1.914 -4.580
N -2.264 -2.044 0.099
F -1.797 0.126 1.970
H -0.022 0.798 3.662
O -1.354 -0.795 -3.474
O -0.212 2.872 -2.471
C 1.656 -0.477 4.082
H -0.151 3.838 -2.213
H 0.906 -2.446 4.516
H 3.914 1.361 -0.274
H 3.494 -1.679 -0.465
H 1.432 1.638 4.037
F -3.577 1.412 2.691
H -0.116 -0.440 5.937
O -3.662 -0.597 -2.399
C 1.968 0.330 -3.461
B -3.017 0.108 2.811
C 3.335 -1.389 -1.473
C -2.416 1.716 -3.410
H -2.604 0.113 -5.549
H -0.785 -0.924 -2.680
H 2.561 0.392 5.972
C 0.778 -1.716 3.751
O 0.628 0.088 6.265
H 1.398 1.258 -3.627
Se 0.667 -2.594 1.909
*
```

=====

(4)
Here is a 2-piece molecular cluster, C3H10NO overall in a non-equilibrium geometry from OMol25. Energies are from ωB97M-V/def2-TZVPD.

Results
- frontier orbital gap (spin up / spin down) (eV) = 11.31 / 9.08
- ΔE to the lowest compared entry with this formula, charge and spin (eV) = 2.397
- ⟨S²⟩ = 0.75
- HOMO (spin up / spin down) (Ha) = -0.78380 / -0.80993

ORCA input file:
```
! RIJCOSX wB97M-V def2-TZVPD def2/J DEFGRID3
* xyz 2 2
H 1.942 2.288 2.119
N -1.513 -0.796 -0.818
O 0.036 0.655 1.172
H 3.270 0.973 1.640
H 1.425 -0.752 1.779
H -2.454 -0.389 -0.789
H -1.612 -1.124 -3.018
H -0.951 -0.181 -0.200
C 1.287 0.300 1.536
C 2.240 1.294 1.798
H -0.296 1.022 2.027
H -0.016 -1.195 -2.177
C -0.988 -0.712 -2.233
H -1.580 -1.725 -0.419
H -0.789 0.341 -2.417
*
```

=====

(5)
Here is C19H28BBr2O3Tm as an isolated structure in a non-equilibrium geometry from OMol25. Energies are from ωB97M-V/def2-TZVPD.

Results
- frontier orbital gap (spin up / spin down) (eV) = 5.96 / 6.13
- ⟨S²⟩ = 2.02
- HOMO (spin up / spin down) (Ha) = -0.51715 / -0.52520

ORCA input file:
```
! RIJCOSX wB97M-V def2-TZVPD def2/J DEFGRID3
* xyz 2 3
H 2.520 3.926 1.680
H -1.026 1.356 -1.655
H -4.246 0.898 0.180
H 0.133 -0.264 2.838
C -2.050 -1.746 0.488
C -2.069 -2.672 -0.488
O -1.691 0.524 1.390
C 1.136 2.496 0.709
C 4.083 -1.905 0.649
O -3.524 1.577 -1.653
C 1.789 -2.532 0.916
Tm -4.756 -1.089 -1.594
C 3.018 -2.817 0.449
Br -0.640 -2.745 -1.758
H 2.031 2.032 0.273
O -0.309 0.065 -0.363
H -4.158 -0.116 -2.811
H 0.778 4.448 1.689
C 0.119 -1.049 2.071
H -0.114 3.022 -2.538
C 0.046 2.628 -0.372
H 1.557 2.620 -1.914
H 0.973 -3.238 0.762
H -3.325 1.207 -3.714
H -0.366 -1.933 2.518
H 0.755 4.233 -1.624
H -3.144 -0.231 -0.684
H 5.434 -3.083 -0.552
C 0.617 3.152 -1.728
C -3.292 0.855 -0.394
H 3.156 -3.747 -0.101
H 5.690 -1.353 -0.573
H -4.216 -3.221 -0.568
H 4.649 -0.050 1.555
H -3.123 -4.435 0.196
H -2.391 0.149 -2.660
Br -3.566 -1.751 1.719
C 1.475 -1.322 1.626
H 2.416 0.487 2.413
H -3.166 -4.262 -1.544
H 6.225 -2.247 0.861
C 1.572 3.936 1.126
C -2.089 1.362 0.400
C 5.441 -2.199 0.095
C -0.836 1.360 -0.564
C 2.574 -0.433 1.853
C -3.210 -3.689 -0.606
C 3.801 -0.715 1.390
B -0.877 -0.580 0.788
H 0.787 2.021 1.634
H 1.756 4.569 0.246
H -2.350 2.382 0.721
C -3.361 0.689 -2.750
H -0.635 3.429 -0.029
*
```

=====

(6)
Here is C21H39NOP2Sn as an isolated structure in a non-equilibrium geometry from OMol25. Energies are from ωB97M-V/def2-TZVPD.

Results
- frontier orbital gap (spin up / spin down) (eV) = 3.87 / 4.57
- ΔE to the lowest compared entry with this formula, charge and spin (eV) = 0.000
- HOMO (spin up / spin down) (Ha) = -0.14491 / -0.16935

ORCA input file:
```
! RIJCOSX wB97M-V def2-TZVPD def2/J DEFGRID3
* xyz 0 1
H 1.908 1.529 2.681
C 3.467 0.431 -1.230
C 0.044 0.875 5.014
P -2.266 1.088 1.018
C 2.282 0.533 2.431
H -2.258 -1.632 -6.639
C -0.157 0.009 2.750
H -2.519 0.415 4.064
C 3.706 -2.211 -2.399
H -3.729 -0.521 0.019
C -0.631 0.504 1.562
C -3.293 -0.394 1.018
H -2.313 -1.329 3.706
H -2.674 -1.272 1.249
C -1.809 1.676 -5.830
H -4.096 -0.307 1.763
C -2.872 2.303 2.203
H -1.238 2.477 -0.607
H -3.023 2.409 -0.804
H 2.738 0.115 3.351
H 4.522 0.514 -1.536
C -1.970 -0.491 4.332
C 2.594 -0.026 -3.946
H -3.881 2.031 2.545
H -2.630 0.655 -7.553
H -1.970 1.044 -1.356
H -0.062 -1.837 5.659
H -2.926 3.280 1.702
N -0.595 0.178 -2.760
H -0.943 2.378 -3.945
H 0.862 -1.185 2.767
H 2.613 -2.030 2.387
P 2.606 -0.767 -2.289
H -0.258 0.755 6.062
H -2.199 2.396 3.067
H 2.225 1.006 -3.893
C -1.980 -0.759 -6.059
O 0.465 0.063 0.745
C -2.181 0.542 -6.565
C 1.919 -1.764 1.567
H -0.031 -2.461 4.008
H 1.930 -0.586 -4.614
H 3.233 -2.997 -3.002
Sn 0.118 -1.658 -2.155
H -1.256 -1.934 -4.394
H 4.655 -1.920 -2.866
C 0.239 -1.599 4.634
H 3.433 0.140 -0.174
H -1.944 2.687 -6.231
H 3.611 -0.038 -4.355
H 1.142 0.933 4.966
H 2.996 1.420 -1.328
C 1.196 -0.446 1.957
H -0.356 1.817 4.625
C -2.119 1.823 -0.592
H 3.085 0.645 1.690
H 1.337 -1.520 4.646
H 2.513 -1.555 0.694
H 1.255 -2.613 1.442
C -1.260 1.537 -4.567
C -0.475 -0.298 4.178
H 3.902 -2.618 -1.398
C -1.086 0.225 -4.007
C -1.417 -0.928 -4.792
H -2.181 -0.737 5.380
*
```

=====

(7)
Here is a 2-piece molecular cluster, C33H40BF3O2 overall in a non-equilibrium geometry from OMol25. Energies are from ωB97M-V/def2-TZVPD.

Results
- structure (SMILES) = Cc1ccc(/C=C/[C@H](c2ccc(C)cc2)C(C)C)cc1.CC1(C)OB(c2ccc(C(F)(F)F)cc2)OC1(C)C
- frontier orbital gap (eV) = 8.26
- ΔE to the lowest compared entry with this formula, charge and spin (eV) = 0.000
- HOMO (Ha) = -0.29379

ORCA input file:
```
! RIJCOSX wB97M-V def2-TZVPD def2/J DEFGRID3
* xyz 0 1
H -1.790 -2.940 0.789
H 3.979 3.351 2.923
C 2.058 3.216 1.954
H 1.597 -5.253 -0.997
H -3.412 2.721 2.311
C 2.110 3.222 -0.473
B -0.117 3.678 0.696
C -3.966 -2.579 -3.521
C -0.846 -1.215 -0.031
O -0.778 3.966 -0.498
C 3.961 -6.385 1.199
H 2.224 -4.170 3.128
H -0.840 -3.694 -2.729
C -4.230 -1.834 -2.372
C -0.062 -0.810 1.231
C -1.266 -2.623 -0.134
H -0.299 6.317 0.755
H 4.927 -8.089 2.028
H 1.601 3.086 -1.427
H -4.626 -3.331 -5.401
C 5.098 -7.341 1.253
H -5.955 -3.083 -4.234
C 3.495 3.344 -0.440
H 1.499 3.058 2.879
C 1.385 3.351 0.725
C -2.747 -3.253 -3.633
C 3.577 -5.654 2.328
H -3.234 5.908 2.363
C 5.560 3.958 0.833
H 0.038 -1.644 -2.027
H 5.183 -7.850 0.294
C -0.099 -0.797 -1.349
F 5.622 5.217 1.381
C -2.396 5.232 2.577
C 3.242 -6.246 0.010
H -4.249 3.817 1.197
H -3.455 3.931 -1.070
H 0.510 -1.639 1.644
H -3.624 5.685 -0.772
H 0.891 -0.416 -1.117
H 3.565 -6.796 -0.871
H -2.505 5.096 -2.026
C -1.842 -3.282 -2.578
H 0.650 -0.029 0.978
C 2.150 -5.402 -0.065
C -3.315 3.260 1.359
H -5.199 -1.700 -5.031
C -0.008 -3.428 -0.196
H -2.519 -3.747 -4.571
H -1.488 5.812 2.786
C 1.726 -4.683 1.070
H 4.173 -5.744 3.238
C -1.788 4.875 -0.023
H -3.501 -1.201 -0.461
C -4.996 -2.686 -4.599
H -0.701 6.448 -0.971
H 6.048 -6.852 1.477
C 0.527 -3.886 0.959
C -3.351 -1.876 -1.305
C -2.155 4.252 1.433
H -5.118 -1.211 -2.308
F 6.135 4.026 -0.403
H -3.189 2.527 0.550
H -0.689 -0.059 -1.899
H -1.839 7.051 0.241
F 6.354 3.149 1.603
C -1.117 6.259 0.027
H 4.077 3.323 -1.354
H 0.013 -3.643 1.883
C 2.483 -4.792 2.268
C -2.919 4.887 -1.036
H -0.745 -0.451 2.004
H -2.653 4.638 3.464
O -0.941 3.565 1.803
H 0.507 -3.525 -1.145
C 3.439 3.358 1.984
C 4.125 3.520 0.787
C -2.207 -2.682 -1.369
H -1.752 -0.579 0.025
*
```

=====

Per-record electronic energy, eV: -80026.284 -8840.207 -239035.350 -6789.592 -196570.748 -50345.813 -47796.550